No. 1
The following is a DFT calculation (ωB97M-V/def2-TZVPD) of a 5-piece molecular cluster, C35H48BIN2O5P overall in a non-equilibrium geometry.

Each line ends with the Löwdin charge.
Cartesian coordinates (Å):
C 5.521 3.402 0.190  -0.0112
C 5.637 4.120 -1.223  -0.4240
O 6.784 4.515 -1.567  0.0289
O 4.572 4.401 -2.103  -0.0468
C 3.659 3.280 -2.239  -0.1951
C 4.269 2.026 -3.019  -0.1564
C 3.221 0.864 -3.376  -0.1896
C 1.694 1.187 -3.038  -0.1369
C 1.303 1.056 -1.491  -0.2735
O 0.438 -0.012 -1.062  -0.0613
B 0.317 0.286 0.396  -1.1058
N 1.520 -0.156 1.260  0.0538
P -1.328 -0.201 1.299  0.9385
N -0.927 -1.159 2.762  -0.2373
O -2.024 1.300 1.866  -0.3800
O 0.268 1.787 0.451  -0.1171
C 0.413 2.302 -0.912  -0.2440
C -1.072 2.424 -1.537  -0.1798
C -1.920 3.601 -0.851  -0.7269
C -3.434 3.665 -1.429  -0.1900
I -1.054 5.589 -1.138  0.7110
H 4.478 3.590 0.641  0.0941
H 5.623 2.267 0.099  0.0920
H 6.319 3.789 0.906  0.0932
H 3.292 2.906 -1.213  0.1137
H 2.715 3.702 -2.747  0.1352
H 5.060 1.559 -2.319  0.1101
H 4.848 2.421 -3.930  0.1226
H 3.588 -0.139 -2.945  0.1158
H 3.274 0.722 -4.521  0.1078
H 1.061 0.407 -3.608  0.1151
H 1.347 2.202 -3.427  0.1070
H 2.320 0.965 -0.969  0.1325
H 1.967 -0.949 0.757  0.0470
H 2.254 0.577 1.252  0.0385
H -0.378 -1.994 2.493  0.0092
H -0.398 -0.594 3.443  0.0260
H -1.822 1.432 2.816  0.0152
H 0.971 3.307 -1.006  0.1004
H -1.052 2.618 -2.674  0.1154
H -1.680 1.464 -1.399  0.1308
H -2.016 3.391 0.268  0.0714
H -4.154 3.014 -0.831  0.0786
H -3.379 3.340 -2.523  0.0744
H -3.791 4.754 -1.340  0.0338
C 0.709 -2.209 -6.438  -0.0942
C 1.477 -2.460 -7.571  -0.1048
C 2.793 -2.893 -7.438  -0.1070
C 3.337 -3.083 -6.171  -0.1023
C 2.567 -2.836 -5.039  -0.0969
C 1.255 -2.395 -5.172  -0.0921
H -0.316 -1.869 -6.543  0.1006
H 1.051 -2.318 -8.558  0.0960
H 3.394 -3.082 -8.321  0.0951
H 4.362 -3.425 -6.067  0.0967
H 2.991 -2.986 -4.052  0.1019
H 0.657 -2.197 -4.289  0.1052
C -6.350 -3.454 2.054  -0.1175
C -6.201 -2.070 2.065  -0.1066
C -4.980 -1.504 2.419  -0.0890
C -3.904 -2.321 2.753  -0.0968
C -4.053 -3.705 2.738  -0.0952
C -5.277 -4.271 2.393  -0.1093
H -7.304 -3.895 1.781  0.0905
H -7.037 -1.432 1.798  0.0932
H -4.865 -0.425 2.433  0.0971
H -2.951 -1.880 3.024  0.0430
H -3.214 -4.342 2.997  0.0693
H -5.394 -5.350 2.387  0.0913
C 0.641 -7.511 1.967  -0.1076
C -0.749 -7.448 2.001  -0.1012
C -1.389 -6.213 2.033  -0.0913
C -0.640 -5.040 2.021  -0.0820
C 0.750 -5.103 1.982  -0.0855
C 1.390 -6.338 1.960  -0.1007
H 1.140 -8.474 1.945  0.0947
H -1.333 -8.362 2.004  0.0963
H -2.472 -6.164 2.066  0.0868
H -1.139 -4.077 2.040  0.0807
H 1.334 -4.189 1.971  0.1005
H 2.473 -6.387 1.936  0.0970
C -0.914 5.106 6.049  -0.1062
C -0.487 4.765 4.770  -0.0899
C -1.325 4.046 3.924  -0.0812
C -2.596 3.675 4.355  -0.0934
C -3.024 4.019 5.634  -0.0997
C -2.182 4.731 6.483  -0.1093
H -0.259 5.665 6.709  0.0948
H 0.501 5.060 4.431  0.1013
H -0.990 3.774 2.928  0.1017
H -3.251 3.117 3.694  0.0988
H -4.015 3.731 5.969  0.0974
H -2.515 4.994 7.481  0.0940

Calculated values
Total charge: -1
Energy (eV): -68358.776

---

No. 2
The following is a DFT calculation (ωB97M-V/def2-TZVPD) of C35H48N2O3P3SnTe as an isolated structure.

Each line ends with the Löwdin charge.
Cartesian coordinates (Å):
Sn 1.904 -0.150 -0.124  1.0653
C -2.666 0.485 -1.413  -0.3023
C -2.078 -0.922 -1.228  -0.3530
P -1.362 -1.312 0.432  1.0097
C -2.750 -2.065 1.346  -0.3687
C -4.082 -1.851 1.007  -0.0899
C -5.103 -2.396 1.776  -0.0752
C -4.804 -3.162 2.891  -0.0819
C -3.477 -3.382 3.239  -0.0794
C -2.461 -2.832 2.476  -0.1053
C -0.375 -2.810 0.025  -0.4057
C 0.819 -3.010 0.720  -0.2039
C 1.636 -4.102 0.439  -0.0820
C 1.265 -5.008 -0.540  -0.0730
C 0.064 -4.834 -1.219  -0.0607
C -0.750 -3.750 -0.934  -0.0713
C -1.769 1.600 -0.864  -0.3800
P -2.127 1.937 0.935  1.0547
C -0.499 2.477 1.587  -0.4097
C -0.341 2.475 2.974  -0.1182
C 0.856 2.859 3.563  -0.0897
C 1.933 3.232 2.768  -0.0863
C 1.790 3.244 1.387  -0.1126
C 0.579 2.886 0.803  -0.1722
C -3.007 3.538 0.776  -0.3794
C -2.471 4.779 1.113  -0.0843
C -3.227 5.936 0.968  -0.0791
C -4.522 5.869 0.478  -0.0846
C -5.067 4.637 0.141  -0.0819
C -4.319 3.482 0.301  -0.1124
H -3.657 0.552 -0.959  0.0762
H -2.820 0.638 -2.483  0.0964
H -1.229 -1.036 -1.908  0.0641
H -2.814 -1.678 -1.514  0.0821
H -4.338 -1.254 0.141  0.0863
H -6.135 -2.220 1.499  0.1070
H -5.600 -3.588 3.488  0.1062
H -3.236 -3.984 4.106  0.1062
H -1.427 -3.022 2.751  0.0934
H 1.085 -2.328 1.523  0.0206
H 2.552 -4.252 1.000  0.1033
H 1.895 -5.860 -0.764  0.1073
H -0.242 -5.553 -1.969  0.1094
H -1.687 -3.638 -1.466  0.1075
H -1.901 2.524 -1.430  0.0852
H -0.720 1.307 -0.977  0.0290
H -1.170 2.161 3.601  0.1093
H 0.949 2.863 4.642  0.1116
H 2.869 3.532 3.224  0.1082
H 2.615 3.561 0.758  0.0999
H 0.492 2.937 -0.275  0.0701
H -1.460 4.854 1.489  0.0959
H -2.798 6.893 1.239  0.1058
H -5.109 6.772 0.366  0.1054
H -6.082 4.575 -0.231  0.1058
H -4.770 2.522 0.068  0.0950
N 1.132 -0.759 3.311  0.0070
C 2.106 -1.143 4.329  -0.2667
C 3.492 -0.655 3.914  -0.1871
C 3.974 -1.311 2.610  -0.1992
C 4.634 -0.343 1.626  -0.2532
N 4.293 -0.678 0.219  -0.1117
H 0.980 0.242 3.317  0.0403
H 0.226 -1.179 3.478  0.0675
H 2.108 -2.236 4.399  0.1184
H 1.869 -0.763 5.328  0.1115
H 4.202 -0.833 4.723  0.1158
H 3.443 0.432 3.788  0.0990
H 3.112 -1.775 2.121  0.0573
H 4.666 -2.125 2.839  0.1192
H 5.719 -0.338 1.745  0.1235
H 4.288 0.679 1.803  0.1013
H 4.559 -1.635 0.003  0.1038
H 4.796 -0.087 -0.436  0.0486
C -0.779 1.796 -4.610  -0.0571
C 0.459 1.037 -5.002  -0.2719
O 0.627 -0.097 -4.101  -0.2497
P 1.856 -0.368 -3.167  0.1085
O 1.361 -1.161 -1.960  -0.5390
Te 2.861 1.640 -2.323  0.5878
O 2.874 -1.289 -3.924  -0.2555
C 3.486 -0.912 -5.190  -0.2524
C 3.221 -1.995 -6.203  -0.0581
H -0.929 2.632 -5.295  0.0919
H -0.679 2.193 -3.599  0.0662
H -1.657 1.153 -4.655  0.0832
H 1.347 1.671 -4.948  0.0690
H 0.390 0.612 -6.001  0.1254
H 4.547 -0.785 -4.984  0.1237
H 3.089 0.053 -5.515  0.1010
H 3.601 -2.952 -5.846  0.0862
H 3.722 -1.753 -7.141  0.0884
H 2.153 -2.095 -6.395  0.0830

Calculated values
Total charge: +1
Energy (eV): -87186.404

---

No. 3
The following is a DFT calculation (ωB97M-V/def2-TZVPD) of C35H49N2OPTeW as an isolated structure in a non-equilibrium geometry.

Each line ends with the Löwdin charge.
Cartesian coordinates (Å):
W -0.117 -1.274 0.550  1.5219
C -0.986 -3.052 3.521  0.0139
C -0.017 -2.202 2.738  -0.2746
C 1.039 -2.839 2.050  -0.3040
C 1.200 -4.330 2.170  -0.0192
C 2.039 -2.057 1.392  -0.3067
C 3.266 -2.700 0.815  -0.0288
C 1.996 -0.635 1.475  -0.2506
C 3.095 0.166 0.846  0.0136
C 1.088 -0.021 2.374  -0.1880
C 1.266 1.382 2.830  0.0309
C 0.000 -0.769 2.886  -0.2527
C -1.004 -0.051 3.747  0.0113
H -1.497 -3.791 2.905  0.1026
H -1.732 -2.475 4.054  0.0905
H -0.421 -3.601 4.278  0.1338
H 1.918 -4.504 2.980  0.1479
H 1.617 -4.807 1.289  0.0578
H 0.282 -4.840 2.436  0.0873
H 3.532 -2.318 -0.168  0.0904
H 3.207 -3.777 0.762  0.0760
H 4.094 -2.447 1.487  0.1412
H 3.949 0.186 1.533  0.1455
H 2.787 1.189 0.666  0.0585
H 3.440 -0.260 -0.090  0.0891
H 0.433 2.020 2.535  0.0858
H 2.183 1.832 2.467  0.0999
H 1.289 1.368 3.924  0.1369
H -0.566 0.098 4.739  0.1394
H -1.931 -0.593 3.900  0.0844
H -1.244 0.933 3.348  0.1052
N -2.286 -1.231 1.155  -0.0241
C -3.311 -2.128 0.502  -0.1523
C -3.607 -1.668 -0.904  -0.1439
C -2.417 -1.851 -1.813  -0.1964
N -1.265 -0.992 -1.359  -0.0951
H -2.305 -1.454 2.143  0.0656
H -2.619 -0.267 1.107  0.1140
H -4.209 -2.112 1.117  0.1476
H -2.916 -3.144 0.512  0.1178
H -3.931 -0.620 -0.898  0.1212
H -4.449 -2.237 -1.302  0.1533
H -2.653 -1.581 -2.841  0.1522
H -2.112 -2.887 -1.794  0.0487
H -1.614 -0.047 -1.257  0.0519
H -0.588 -0.913 -2.118  0.0655
C -0.827 -5.111 -0.682  -0.3083
Te 0.579 -3.565 -1.048  1.5300
C 0.141 -3.282 -3.096  -0.3186
H -0.353 -6.023 -1.044  0.0451
H -1.746 -4.913 -1.226  0.0262
H -1.000 -5.174 0.389  0.0127
H -0.921 -3.333 -3.298  0.0236
H 0.661 -4.117 -3.565  0.0463
H 0.579 -2.346 -3.432  0.0083
O -0.235 0.750 0.076  -0.4859
P 0.070 2.097 -0.696  0.9258
C -1.488 2.901 -0.981  -0.2871
C -1.493 4.232 -1.417  -0.0599
C -2.692 4.849 -1.755  -0.0090
C -3.892 4.158 -1.645  -0.0064
C -3.903 2.848 -1.177  -0.0370
C -2.710 2.226 -0.852  -0.0882
C 1.098 3.268 0.116  -0.3306
C 0.547 4.085 1.118  -0.0936
C 1.331 5.048 1.728  -0.0216
C 2.659 5.213 1.337  -0.0004
C 3.207 4.419 0.336  -0.0211
C 2.431 3.449 -0.280  -0.0743
C 0.884 1.612 -2.217  -0.2867
C 0.932 2.508 -3.288  -0.0296
C 1.626 2.176 -4.447  -0.0032
C 2.293 0.962 -4.542  -0.0104
C 2.273 0.073 -3.475  -0.0540
C 1.564 0.394 -2.325  -0.1327
H -0.570 4.797 -1.490  0.1217
H -2.688 5.876 -2.095  0.1342
H -4.823 4.646 -1.905  0.1354
H -4.847 2.330 -1.055  0.1231
H -2.748 1.232 -0.430  0.0518
H -0.495 3.987 1.402  0.1241
H 0.908 5.684 2.497  0.1318
H 3.262 5.983 1.802  0.1347
H 4.234 4.570 0.025  0.1308
H 2.854 2.864 -1.090  0.1158
H 0.430 3.468 -3.230  0.1185
H 1.657 2.875 -5.273  0.1366
H 2.843 0.715 -5.443  0.1363
H 2.837 -0.851 -3.543  0.1214
H 1.613 -0.275 -1.471  0.0585

Calculated values
Total charge: +4
Energy (eV): -60487.965